Formula: C33H38N5NdO2S2
Source: OMol25
Level of theory: wB97M-V/def2-TZVPD

The gap between HOMO and LUMO (alpha / beta) comes out at 7.97 / 7.98 eV. As for the multiplicity: 4. As for the charge: +2. The largest force on an atom is 4.03 eV/Å.

Atoms and positions in Å:
Nd (-0.383, -0.142, -0.358)
C (-3.580, 1.715, -0.789)
C (-2.701, 0.713, -1.499)
C (-2.959, -0.669, -1.388)
C (-4.031, -1.143, -0.437)
C (-2.335, -1.581, -2.276)
C (-2.857, -2.997, -2.303)
C (-1.395, -1.108, -3.209)
C (-0.819, -1.985, -4.290)
C (-1.046, 0.261, -3.235)
C (-0.087, 0.727, -4.301)
C (-1.692, 1.175, -2.378)
C (-1.405, 2.659, -2.429)
H (-3.120, 2.078, 0.132)
H (-4.545, 1.285, -0.538)
H (-3.757, 2.572, -1.435)
H (-5.017, -1.033, -0.897)
H (-4.023, -0.571, 0.488)
H (-3.909, -2.191, -0.180)
H (-2.363, -3.620, -3.039)
H (-3.918, -2.975, -2.558)
H (-2.768, -3.489, -1.334)
H (-1.317, -1.758, -5.236)
H (-0.948, -3.042, -4.096)
H (0.244, -1.794, -4.426)
H (0.908, 0.305, -4.150)
H (0.006, 1.807, -4.332)
H (-0.440, 0.395, -5.277)
H (-2.065, 3.145, -3.151)
H (-0.381, 2.870, -2.721)
H (-1.566, 3.114, -1.454)
C (4.344, 2.617, -0.431)
N (4.246, 1.236, -0.862)
C (5.249, 0.349, -0.890)
C (4.759, -0.865, -1.313)
N (3.405, -0.743, -1.546)
C (3.060, 0.590, -1.253)
S (1.621, 1.391, -1.547)
C (2.614, -1.800, -1.972)
C (3.208, -2.779, -2.784)
C (2.514, -3.934, -3.053)
C (1.240, -4.091, -2.502)
C (0.703, -3.042, -1.794)
N (1.339, -1.887, -1.535)
H (5.380, 2.935, -0.492)
H (3.984, 2.718, 0.594)
H (3.731, 3.246, -1.073)
H (6.251, 0.613, -0.597)
H (5.275, -1.801, -1.426)
H (4.195, -2.628, -3.199)
H (2.952, -4.698, -3.681)
H (0.680, -5.004, -2.645)
H (-0.302, -3.127, -1.394)
C (-0.852, 4.499, 6.834)
C (-0.772, 3.638, 5.611)
C (-1.878, 2.896, 5.194)
C (-1.827, 2.118, 4.052)
C (-0.643, 2.084, 3.330)
C (0.488, 2.785, 3.731)
C (0.413, 3.559, 4.872)
S (-0.547, 1.189, 1.835)
O (-1.671, 0.243, 1.666)
O (-0.532, 2.073, 0.660)
N (0.791, 0.338, 1.655)
C (0.695, -0.947, 2.214)
C (0.930, -1.213, 3.559)
C (0.833, -2.515, 4.007)
C (0.521, -3.520, 3.097)
C (0.276, -3.169, 1.789)
N (0.339, -1.907, 1.339)
H (-1.866, 4.865, 6.990)
H (-0.176, 5.350, 6.762)
H (-0.570, 3.929, 7.722)
H (-2.793, 2.933, 5.770)
H (-2.683, 1.545, 3.719)
H (1.401, 2.719, 3.152)
H (1.281, 4.116, 5.199)
H (1.182, -0.397, 4.223)
H (0.997, -2.750, 5.050)
H (0.465, -4.555, 3.400)
H (0.015, -3.921, 1.055)

Formula: C33H39As2BrF3N3OS2V
Source: OMol25
Level of theory: wB97M-V/def2-TZVPD

The gap between HOMO and LUMO (alpha / beta) comes out at 3.64 / 5.41 eV. As for the multiplicity: 4. As for the charge: -2. The largest force on an atom is 0.65 eV/Å.

Atoms and positions in Å:
V (-0.974, 0.254, 0.368)
C (4.524, -0.022, -0.889)
As (2.632, 0.528, -1.043)
C (2.682, 0.989, -2.946)
C (2.887, 2.325, -0.246)
C (3.734, 3.273, -0.805)
C (3.885, 4.528, -0.235)
C (3.178, 4.848, 0.912)
C (2.332, 3.907, 1.485)
C (2.185, 2.642, 0.920)
As (0.926, 1.315, 1.672)
C (0.349, 2.242, 3.292)
C (2.235, 0.131, 2.497)
H (5.192, 0.670, -1.406)
H (4.629, -1.021, -1.313)
H (4.795, -0.061, 0.167)
H (3.327, 1.839, -3.163)
H (1.671, 1.211, -3.278)
H (3.056, 0.110, -3.476)
H (4.282, 3.039, -1.712)
H (4.537, 5.259, -0.698)
H (3.271, 5.832, 1.358)
H (1.778, 4.172, 2.376)
H (1.195, 2.520, 3.923)
H (-0.291, 1.531, 3.816)
H (-0.241, 3.124, 3.046)
H (3.093, 0.711, 2.837)
H (2.531, -0.627, 1.771)
H (1.751, -0.361, 3.340)
C (2.603, -5.072, -1.659)
C (1.145, -5.052, -1.234)
S (0.962, -4.007, 0.233)
O (1.523, -2.674, -0.174)
C (-0.856, -3.900, 0.341)
C (-1.717, -4.541, -0.733)
H (2.711, -5.586, -2.615)
H (3.225, -5.581, -0.920)
H (2.970, -4.051, -1.767)
H (0.793, -6.049, -0.958)
H (0.505, -4.661, -2.025)
H (-1.071, -2.823, 0.394)
H (-1.087, -4.309, 1.326)
H (-1.547, -4.105, -1.715)
H (-2.757, -4.325, -0.481)
H (-1.596, -5.626, -0.790)
Br (-4.683, -1.231, 1.183)
C (-3.600, 1.057, 1.723)
C (-4.637, 1.937, 2.047)
C (-4.506, 3.279, 1.769)
C (-3.329, 3.737, 1.171)
C (-2.350, 2.813, 0.891)
N (-2.485, 1.493, 1.145)
H (-5.532, 1.528, 2.498)
H (-5.309, 3.972, 2.001)
H (-3.168, 4.778, 0.926)
H (-1.416, 3.114, 0.428)
F (-2.831, -3.118, -5.444)
C (-3.418, -1.945, -5.075)
F (-4.767, -2.169, -5.083)
F (-3.239, -1.122, -6.181)
C (-2.915, -1.424, -3.815)
C (-1.661, -1.811, -3.274)
C (-1.245, -1.295, -2.084)
N (-1.984, -0.419, -1.325)
C (-3.139, 0.029, -1.897)
C (-3.623, -0.418, -3.088)
H (-1.015, -2.506, -3.798)
H (-0.271, -1.574, -1.684)
H (-3.689, 0.764, -1.322)
H (-4.556, -0.014, -3.459)
S (0.008, 4.151, -2.764)
C (-0.108, 2.746, -1.899)
N (-0.143, 1.753, -1.285)
C (-0.932, -0.846, 1.710)
C (-0.924, -1.625, 2.921)
C (-2.039, -1.610, 3.783)
C (-2.056, -2.366, 4.941)
C (-0.974, -3.172, 5.289)
C (0.133, -3.206, 4.449)
C (0.160, -2.447, 3.289)
H (-2.901, -1.021, 3.496)
H (-2.936, -2.337, 5.575)
H (-1.000, -3.767, 6.195)
H (0.988, -3.829, 4.695)
H (1.036, -2.478, 2.653)

Formula: C33H39AsGeN9PPdSe
Source: OMol25
Level of theory: wB97M-V/def2-TZVPD

The gap between HOMO and LUMO (alpha / beta) comes out at 7.41 / 2.96 eV. As for the energy above the lowest of the compared OMol25 structures with the same formula, charge and spin: 0.000 eV. As for the multiplicity: 5. As for the charge: +2. The largest force on an atom is 3.29 eV/Å.

Atoms and positions in Å:
Pd (-1.798, 1.838, 0.471)
N (-4.860, 2.440, 1.733)
C (-3.821, 2.343, 2.658)
N (-3.988, 2.329, 3.981)
N (-2.724, 2.346, 4.482)
N (-1.800, 2.288, 3.445)
N (-2.533, 2.264, 2.290)
C (-4.788, 2.277, 0.357)
N (-5.867, 2.250, -0.452)
N (-5.343, 2.176, -1.703)
N (-3.972, 2.098, -1.633)
N (-3.635, 2.139, -0.307)
H (-5.799, 2.411, 2.142)
C (1.991, 6.774, 0.599)
Ge (1.236, 6.412, -1.199)
C (2.505, 6.877, -2.624)
C (-0.383, 7.560, -1.400)
C (0.830, 4.425, -1.343)
Se (-0.335, 4.097, 0.208)
C (1.036, 3.360, 1.419)
H (2.283, 7.819, 0.694)
H (2.860, 6.146, 0.758)
H (1.263, 6.547, 1.375)
H (3.138, 7.760, -2.397)
H (1.919, 7.061, -3.503)
H (3.173, 6.018, -2.794)
H (-0.099, 8.594, -1.157)
H (-1.198, 7.278, -0.757)
H (-0.727, 7.577, -2.429)
H (1.730, 3.842, -1.235)
H (0.335, 4.192, -2.278)
H (1.699, 4.141, 1.782)
H (1.610, 2.598, 0.888)
H (0.471, 2.936, 2.248)
C (0.802, -0.820, 0.707)
C (1.066, -2.307, 1.023)
As (2.997, -2.843, 0.837)
C (2.637, -4.793, 0.891)
C (3.652, -5.626, 0.404)
C (3.565, -6.992, 0.542)
C (2.436, -7.592, 1.078)
C (1.382, -6.801, 1.489)
C (1.499, -5.397, 1.424)
C (3.112, -2.826, -1.132)
C (2.303, -3.525, -2.048)
C (2.427, -3.280, -3.416)
C (3.437, -2.439, -3.881)
C (4.293, -1.793, -2.987)
C (4.136, -1.985, -1.616)
P (-0.960, -0.333, 0.399)
C (-1.370, -1.210, -1.065)
C (-1.901, -2.506, -0.979)
C (-2.065, -3.317, -2.114)
C (-1.668, -2.844, -3.355)
C (-1.131, -1.552, -3.464)
C (-1.000, -0.716, -2.340)
C (-1.825, -1.006, 1.802)
C (-1.156, -1.048, 3.041)
C (-1.872, -1.425, 4.185)
C (-3.229, -1.748, 4.110)
C (-3.890, -1.688, 2.882)
C (-3.185, -1.329, 1.723)
H (1.336, -0.524, -0.206)
H (1.200, -0.191, 1.514)
H (0.475, -2.961, 0.365)
H (0.907, -2.562, 2.088)
H (4.501, -5.176, -0.104)
H (4.379, -7.629, 0.176)
H (2.317, -8.665, 1.169)
H (0.482, -7.232, 1.899)
H (0.677, -4.757, 1.783)
H (1.566, -4.234, -1.684)
H (1.739, -3.792, -4.081)
H (3.555, -2.252, -4.949)
H (5.127, -1.165, -3.336)
H (4.775, -1.457, -0.906)
H (-2.195, -2.868, -0.001)
H (-2.528, -4.305, -1.985)
H (-1.751, -3.465, -4.252)
H (-0.844, -1.168, -4.445)
H (-0.629, 0.312, -2.432)
H (-0.119, -0.733, 3.133)
H (-1.385, -1.478, 5.175)
H (-3.792, -1.987, 5.007)
H (-4.958, -1.892, 2.826)
H (-3.734, -1.291, 0.787)